Entry 1:
{"formula": "C3H14O4", "method": "ωB97M-V/def2-TZVPD", "energy_ha": -423.63747, "smiles": "CC(C)O.O.O.O", "e_above_lowest_kj_mol": 81.6, "orbital_gap_ev": 10.090, "total_charge": 0, "species": ["C", "C", "C", "O", "H", "H", "H", "H", "H", "H", "H", "H", "O", "H", "H", "O", "H", "H", "O", "H", "H"], "positions_angstrom": [[-2.003, -0.718, 1.854], [-2.054, 0.231, 0.667], [-3.313, 0.047, -0.185], [-2.046, 1.568, 1.187], [-1.915, -1.775, 1.599], [-2.957, -0.650, 2.392], [-1.195, -0.435, 2.528], [-1.184, 0.038, 0.038], [-3.626, 1.043, -0.502], [-4.104, -0.439, 0.388], [-3.175, -0.463, -1.140], [-2.576, 1.561, 1.991], [3.110, 1.298, -0.114], [3.893, 0.797, 0.140], [3.227, 1.476, -1.057], [1.304, -0.691, -0.987], [1.741, -0.163, -0.290], [2.026, -0.976, -1.557], [4.625, -0.367, -2.377], [5.346, -0.191, -1.763], [4.876, -1.191, -2.811]], "mulliken_charge": [-1.471, 0.680, -1.171, -0.557, 0.363, 0.422, 0.344, 0.151, 0.342, 0.244, 0.323, 0.326, -0.661, 0.305, 0.336, -0.648, 0.371, 0.295, -0.611, 0.310, 0.307]}

***

Entry 2:
{"formula": "C40H48Br2F9NO8", "method": "ωB97M-V/def2-TZVPD", "energy_ha": -8256.37973, "smiles": "C#CCc1cc2c(c(CCC(F)(F)C(F)(F)C(F)(F)C(F)(F)F)c1/C(Br)=C(/C)Br)C(=O)N(Cc1ccc(C)cc1)C2=O.COCCOCCOC.COCCOCCOC", "orbital_gap_ev": 8.642, "total_charge": 0, "species": ["C", "C", "C", "C", "C", "C", "C", "C", "C", "C", "C", "F", "F", "C", "F", "F", "C", "F", "F", "C", "F", "F", "F", "C", "C", "Br", "C", "C", "Br", "C", "O", "N", "C", "C", "C", "C", "C", "C", "C", "C", "C", "O", "H", "H", "H", "H", "H", "H", "H", "H", "H", "H", "H", "H", "H", "H", "H", "H", "H", "H", "H", "H", "C", "O", "C", "C", "O", "C", "C", "O", "C", "H", "H", "H", "H", "H", "H", "H", "H", "H", "H", "H", "H", "H", "H", "C", "O", "C", "C", "O", "C", "C", "O", "C", "H", "H", "H", "H", "H", "H", "H", "H", "H", "H", "H", "H", "H", "H"], "positions_angstrom": [[-0.311, 1.376, -1.088], [-1.167, 0.538, -1.087], [-2.160, -0.540, -1.082], [-1.540, -1.817, -0.522], [-0.300, -2.215, -1.013], [0.240, -3.377, -0.527], [-0.406, -4.117, 0.450], [-1.620, -3.735, 0.990], [-2.273, -4.583, 2.056], [-1.449, -4.642, 3.373], [-2.175, -4.126, 4.599], [-1.277, -3.660, 5.498], [-2.951, -3.057, 4.254], [-3.138, -5.129, 5.344], [-2.971, -4.999, 6.682], [-4.414, -4.816, 5.064], [-2.987, -6.645, 5.052], [-3.960, -7.255, 5.764], [-3.231, -6.900, 3.756], [-1.615, -7.296, 5.482], [-1.799, -8.187, 6.444], [-0.757, -6.377, 5.921], [-1.065, -7.913, 4.438], [-2.201, -2.565, 0.453], [-3.549, -2.144, 0.911], [-3.627, -0.772, 2.213], [-4.675, -2.678, 0.440], [-6.078, -2.343, 0.833], [-4.556, -4.052, -0.873], [0.434, -5.330, 0.709], [0.320, -6.186, 1.549], [1.498, -5.292, -0.215], [1.953, -6.531, -0.839], [1.048, -7.020, -1.950], [0.642, -6.222, -3.014], [-0.176, -6.729, -4.008], [-0.624, -8.046, -3.977], [-1.541, -8.589, -5.033], [-0.212, -8.841, -2.913], [0.604, -8.336, -1.915], [1.516, -4.061, -0.893], [2.418, -3.650, -1.571], [0.516, 2.048, -1.110], [-2.489, -0.704, -2.111], [-3.003, -0.230, -0.469], [0.220, -1.639, -1.769], [-3.296, -4.261, 2.233], [-2.318, -5.598, 1.656], [-0.565, -4.011, 3.269], [-1.075, -5.651, 3.497], [-6.131, -1.376, 1.323], [-6.712, -2.361, -0.053], [-6.462, -3.119, 1.500], [1.969, -7.288, -0.056], [2.984, -6.410, -1.171], [0.988, -5.198, -3.090], [-0.482, -6.105, -4.840], [-1.317, -9.630, -5.263], [-1.506, -7.999, -5.947], [-2.575, -8.564, -4.675], [-0.546, -9.872, -2.876], [0.896, -9.000, -1.109], [3.707, 0.756, 0.540], [3.654, 2.039, 1.121], [3.392, 1.980, 2.512], [3.618, 3.330, 3.153], [4.981, 3.613, 3.431], [5.779, 4.011, 2.326], [5.550, 5.443, 1.896], [4.406, 5.532, 1.065], [3.989, 6.864, 0.874], [2.760, 0.221, 0.686], [3.879, 0.882, -0.527], [4.526, 0.162, 0.960], [4.045, 1.237, 2.987], [2.345, 1.679, 2.666], [3.125, 3.323, 4.127], [3.166, 4.121, 2.550], [5.651, 3.333, 1.480], [6.810, 3.927, 2.675], [6.427, 5.798, 1.335], [5.422, 6.073, 2.785], [3.681, 7.318, 1.823], [3.134, 6.847, 0.201], [4.784, 7.468, 0.421], [-0.929, 12.329, -3.713], [-1.015, 10.961, -3.390], [-1.534, 10.195, -4.463], [-1.338, 8.718, -4.208], [-0.034, 8.252, -4.522], [0.981, 8.534, -3.570], [0.949, 7.628, -2.360], [-0.011, 8.085, -1.422], [-0.287, 7.114, -0.438], [-1.912, 12.737, -3.978], [-0.555, 12.852, -2.836], [-0.236, 12.494, -4.547], [-1.032, 10.470, -5.399], [-2.609, 10.404, -4.564], [-2.003, 8.174, -4.882], [-1.614, 8.464, -3.182], [0.958, 9.583, -3.266], [1.920, 8.354, -4.096], [1.938, 7.634, -1.880], [0.709, 6.605, -2.676], [-0.737, 6.221, -0.888], [-0.993, 7.546, 0.268], [0.622, 6.824, 0.103]], "mulliken_charge": [0.031, -0.712, -0.459, 1.599, -0.946, 0.420, 0.649, 0.147, -1.421, -0.778, 0.592, -0.346, -0.196, 0.579, -0.318, -0.290, 0.448, -0.325, -0.217, 0.748, -0.277, -0.242, -0.230, -0.466, -1.300, -0.027, 0.605, -1.302, -0.111, 0.536, -0.638, 0.389, -1.436, 0.878, 0.007, -0.968, 0.951, -1.454, -0.753, -0.653, -0.661, -0.608, 0.548, 0.400, 0.286, 0.615, 0.836, 0.570, 0.777, 0.141, 0.416, 0.396, 0.287, 0.405, 0.341, 0.492, 0.343, 0.378, 0.365, 0.275, 0.369, 0.323, -0.803, -0.237, -0.574, -0.406, -0.460, -0.395, -0.607, -0.222, -0.379, 0.279, 0.259, 0.337, 0.330, 0.441, 0.385, 0.199, 0.207, 0.388, 0.440, 0.345, 0.329, -0.209, 0.357, -0.767, -0.237, -0.582, -0.412, -0.447, -0.583, -0.286, -0.234, -0.568, 0.309, 0.229, 0.315, 0.341, 0.439, 0.379, 0.214, 0.245, 0.382, 0.218, 0.378, 0.343, 0.228, 0.089]}